Arrangement A

DFT (ωB97M-V/def2-TZVPD) results for C8H12N4 in the gas phase.

Calculated values
HOMO-LUMO gap: 8.4 eV
HOMO level: -0.278 hartree
Lowest unoccupied orbital energy: 0.0295 Eh
Structure (SMILES): [H]/N=C(\C)Nc1cccc(NN)c1
Total charge: 0

CARTESIAN COORDINATES (ANGSTROEM)
1 H -4.12 1.24 0.13
2 N -3.07 1.10 -0.09
3 C -2.79 -0.14 -0.19
4 C -3.74 -1.29 0.02
5 N -1.41 -0.53 -0.01
6 C -0.20 0.32 -0.08
7 C -0.26 1.68 0.06
8 C 0.92 2.28 0.05
9 C 2.16 1.62 -0.01
10 C 2.16 0.27 -0.11
11 N 3.33 -0.39 -0.28
12 N 3.48 -1.70 0.19
13 C 0.89 -0.40 0.00
14 H -4.79 -0.96 0.49
15 H -4.03 -1.84 -1.00
16 H -3.54 -2.14 0.67
17 H -1.34 -1.50 -0.17
18 H -1.22 2.12 0.42
19 H 0.89 3.32 0.20
20 H 3.18 2.06 -0.17
21 H 4.39 0.19 -0.43
22 H 4.11 -2.07 -0.60
23 H 4.08 -1.79 1.07
24 H 0.90 -1.44 -0.16

These are the Mulliken partial charges, in e, on atoms 1 to 2: 0.20, -0.68

Arrangement B

DFT (ωB97M-V/def2-TZVPD) results for 4 unconnected molecules or ions with the total composition C8H12N4.

Calculated values
HOMO-LUMO gap: 11.7 eV
HOMO level: -0.407 hartree
Lowest unoccupied orbital energy: 0.0215 Eh
Structure (SMILES): CC#N.CC#N.CC#N.CC#N
Total charge: 0

CARTESIAN COORDINATES (ANGSTROEM)
1 C 5.22 -3.65 -0.83
2 C 3.93 -2.95 -0.61
3 N 2.96 -2.31 -0.47
4 H 4.82 -4.57 -1.27
5 H 5.69 -3.87 0.13
6 H 5.93 -3.18 -1.51
7 C -3.13 -0.54 1.36
8 C -4.01 0.62 1.53
9 N -4.73 1.55 1.78
10 H -2.66 -0.82 2.31
11 H -2.41 -0.29 0.58
12 H -3.65 -1.46 1.11
13 C 0.64 -0.02 -0.28
14 C 1.68 0.96 -0.04
15 N 2.59 1.73 0.16
16 H 0.85 -0.49 -1.24
17 H -0.31 0.52 -0.26
18 H 0.65 -0.70 0.57
19 C -2.32 3.65 -0.15
20 C -2.39 2.59 -1.20
21 N -2.50 1.68 -1.91
22 H -2.36 3.06 0.77
23 H -3.14 4.36 -0.22
24 H -1.34 4.10 -0.33

These are the Mulliken partial charges, in e, on atoms 1 to 2: -0.74, 0.32

Which of them is the least stable? Correct choice: arrangement A.

Arrangement A

DFT (ωB97M-V/def2-TZVPD) results for CH3N3S in the gas phase.

Calculated values
HOMO-LUMO gap (alpha / beta): 6.9 / 6.9 eV
HOMO level (alpha / beta): -0.289 / -0.288 hartree
Lowest unoccupied orbital energy (alpha / beta): -0.0342 / -0.0356 Eh
Total charge: 0

CARTESIAN COORDINATES (ANGSTROEM)
1 C -0.53 0.21 0.68
2 N 0.82 -0.54 -1.09
3 N 0.22 -0.58 -2.02
4 N 0.81 -0.17 0.10
5 S -1.62 1.03 -0.54
6 H -1.12 -0.68 0.94
7 H -0.38 0.84 1.49
8 H 1.81 -0.11 0.45

These are the Mulliken partial charges, in e, on atoms 1 to 2: -0.47, 0.34

Arrangement B

DFT (ωB97M-V/def2-TZVPD) results for 2 unconnected molecules or ions with the total composition CH3N3S.

Calculated values
HOMO-LUMO gap (alpha / beta): 7.3 / 7.9 eV
HOMO level (alpha / beta): -0.278 / -0.300 hartree
Lowest unoccupied orbital energy (alpha / beta): -0.0099 / -0.0110 Eh
Total charge: 0

CARTESIAN COORDINATES (ANGSTROEM)
1 C -0.34 -0.48 -0.53
2 N -0.33 -0.45 -1.90
3 N -0.91 0.52 -2.40
4 N -1.14 0.65 -0.06
5 S -1.62 1.58 -1.43
6 H -0.21 -1.39 -0.02
7 H 1.40 0.34 -0.49
8 H -1.11 1.14 0.83

These are the Mulliken partial charges, in e, on atoms 1 to 2: -0.25, -0.21

Which of them is the least stable? Correct choice: arrangement B.